11 unconnected molecules or ions with the total composition C60H149N11O2 at a distorted geometry, computed with ωB97M-V with the def2-TZVPD basis set.

Structure (XYZ):
```
222
Properties=species:S:1:pos:R:3:forces:R:3
C -4.40590 -9.58564 -1.00907 0.95 -0.14 -0.23
C -5.25194 -8.36771 -1.13117 -1.09 0.61 0.37
N -5.02495 -7.60728 -2.37869 0.26 -0.52 0.61
C -5.91938 -8.09471 -3.38029 -0.91 0.00 -0.51
C -5.71193 -7.62078 -4.80935 0.41 -0.90 -1.24
C -5.11443 -6.17958 -2.19429 1.07 0.55 1.25
C -3.99254 -5.77806 -1.20157 -0.27 0.26 -0.75
H -4.63373 -10.24442 -1.84704 0.23 -0.19 0.03
H -4.54823 -10.13405 -0.07789 -0.20 0.08 0.00
H -3.36261 -9.27480 -1.06430 0.15 -0.28 -0.07
H -6.28151 -8.71579 -1.04787 -0.60 0.08 -0.45
H -5.20742 -7.72453 -0.25228 0.56 0.07 -0.15
H -5.92094 -9.18385 -3.42358 0.30 -0.02 0.41
H -6.92564 -7.82495 -3.05974 -0.63 0.01 -0.11
H -4.72513 -7.24428 -5.07878 -0.02 0.58 0.57
H -5.70456 -8.52126 -5.42350 -0.23 -0.23 -0.15
H -6.50527 -7.03526 -5.27397 0.12 0.44 0.48
H -6.06319 -5.77516 -1.84156 -0.66 -0.37 0.21
H -4.93236 -5.63198 -3.11899 0.16 -0.34 -0.24
H -3.91925 -4.69068 -1.18309 0.37 0.01 -0.08
H -3.11465 -6.27312 -1.61667 0.38 0.44 0.20
H -4.08630 -6.09640 -0.16332 -0.36 -0.11 -0.16
C 4.86859 -5.67818 -2.15944 -1.55 0.79 0.04
C 4.23776 -4.26062 -2.32572 0.80 -0.56 -0.39
N 4.90894 -3.43278 -3.35616 -0.24 0.05 0.98
C 4.19850 -2.12157 -3.41264 1.05 -1.35 -0.76
C 2.85647 -2.23833 -4.08976 -0.49 0.40 0.65
C 6.33805 -3.24552 -2.99574 -0.92 -0.55 -0.56
C 7.14820 -3.08646 -4.26598 0.80 0.80 -0.25
H 5.10597 -6.11507 -3.12942 0.60 0.10 0.18
H 4.06728 -6.29877 -1.75836 0.03 -0.19 0.16
H 5.63623 -5.63700 -1.38669 0.35 -0.33 -0.56
H 3.17351 -4.32987 -2.55081 0.11 -0.09 -0.20
H 4.31026 -3.81123 -1.33532 -0.07 0.51 0.32
H 4.16409 -1.73945 -2.39240 -0.37 0.42 0.17
H 4.73543 -1.40200 -4.03071 0.69 -0.19 0.19
H 2.82889 -2.87585 -4.97345 0.40 0.05 0.05
H 2.11079 -2.61080 -3.38739 -0.27 0.17 -0.17
H 2.64440 -1.20825 -4.37622 -0.72 -0.12 -0.12
H 6.70473 -4.16849 -2.54656 -0.25 0.21 0.34
H 6.42033 -2.43706 -2.26930 0.28 0.23 0.10
H 7.81256 -3.94441 -4.36918 -0.24 -0.09 -0.47
H 7.81578 -2.22495 -4.28177 0.04 0.19 0.32
H 6.50578 -2.93687 -5.13374 -0.02 -0.42 0.02
C 10.77933 2.01310 -1.62701 -1.20 0.21 0.59
C 9.32285 1.41441 -1.86603 0.54 0.86 0.01
N 8.23411 2.34196 -2.33841 0.32 0.30 -0.17
C 8.42123 3.00046 -3.66423 0.48 -2.46 0.56
C 8.71649 1.91591 -4.73297 -0.36 1.20 -0.19
C 7.82740 3.37779 -1.36260 -0.30 -0.71 0.47
C 7.29064 2.77335 -0.06144 0.77 0.34 0.19
H 10.81845 2.80096 -0.87478 -0.38 0.00 0.29
H 11.22031 2.51371 -2.48901 -0.14 -0.50 -0.39
H 11.43725 1.23218 -1.24569 0.04 -0.10 -0.29
H 9.51074 0.52462 -2.46693 -0.51 0.44 -1.06
H 8.91669 0.86508 -1.01669 0.20 0.71 0.69
H 7.49939 3.54302 -3.87386 0.20 0.09 -0.11
H 9.29423 3.65306 -3.65569 -0.02 0.53 0.03
H 7.87373 1.27224 -4.98504 -0.04 -0.11 0.48
H 8.91213 2.47172 -5.64998 0.36 -0.16 -0.20
H 9.59291 1.33053 -4.45494 -0.11 0.03 -0.18
H 7.07032 4.03617 -1.78857 -0.08 -0.30 -0.45
H 8.63203 4.05267 -1.07068 0.48 0.15 -0.14
H 6.63148 1.91878 -0.21415 0.17 -0.02 -0.02
H 6.79912 3.50125 0.58407 -0.27 0.21 -0.32
H 8.18427 2.53039 0.51344 -0.18 -0.73 0.21
C -7.95693 -2.35415 -5.33089 0.19 0.87 -1.37
C -6.52421 -1.95730 -5.74107 0.46 -0.54 1.61
N -5.90033 -1.10562 -4.75685 0.93 1.85 1.38
C -4.53773 -0.67425 -5.07990 1.24 -1.60 0.44
C -3.51978 -1.86573 -4.98353 -1.17 -0.03 -0.57
C -6.62040 0.15237 -4.42913 -0.32 -0.60 -0.33
C -6.79541 1.19710 -5.55649 -0.30 -0.46 -0.26
H -8.58045 -1.47916 -5.51448 -0.49 -0.28 -0.31
H -8.18993 -2.64293 -4.30598 0.87 -0.13 0.06
H -8.17749 -3.17799 -6.00967 -0.70 0.10 0.10
H -5.96781 -2.89452 -5.75371 0.28 0.03 -0.09
H -6.37377 -1.50093 -6.71943 -0.82 -0.08 -0.61
H -4.16790 0.04637 -4.35049 -0.52 0.35 -0.07
H -4.56304 -0.23010 -6.07499 0.56 0.15 -0.29
H -3.87536 -2.55398 -5.75033 0.52 -0.44 0.05
H -3.58602 -2.36948 -4.01919 -0.35 0.10 0.08
H -2.45389 -1.68506 -5.12265 -0.19 0.58 -0.35
H -7.57338 -0.18573 -4.02216 -0.26 0.47 -0.10
H -6.09122 0.64719 -3.61476 0.06 -0.22 0.11
H -7.24105 0.77481 -6.45714 -0.25 -0.25 0.03
H -7.46779 1.99087 -5.23100 0.11 0.06 0.10
H -5.87244 1.64208 -5.92827 0.17 0.06 0.44
C -2.78827 6.92606 -8.47765 0.80 -1.14 0.48
C -2.83848 5.52121 -7.78604 -1.01 -0.08 0.47
N -2.05546 4.45696 -8.37401 0.77 0.25 -1.76
C -2.49746 4.07642 -9.70545 -0.80 0.29 -0.11
C -3.90342 3.49193 -9.79495 -0.40 -0.34 -0.48
C -1.68577 3.30432 -7.56690 0.15 0.92 -0.06
C -0.58065 3.72157 -6.60839 -0.90 -0.69 0.48
H -3.45110 7.64443 -7.99526 0.13 -0.13 0.24
H -3.05192 6.93251 -9.53526 -0.03 -0.34 0.04
H -1.74521 7.23161 -8.39541 -0.06 0.45 -0.11
H -2.60829 5.57002 -6.72175 0.66 0.52 -0.05
H -3.88041 5.21772 -7.68422 -0.64 -0.11 -0.41
H -2.52186 4.94051 -10.36942 0.51 0.16 0.06
H -1.81500 3.33021 -10.11232 0.21 0.22 -0.04
H -4.23356 3.47288 -10.83358 0.28 -0.24 -0.27
H -3.91395 2.46040 -9.44291 -0.31 0.05 0.25
H -4.69520 4.09278 -9.34756 0.23 -0.06 0.55
H -1.27038 2.49492 -8.16726 -0.29 0.20 -0.54
H -2.59572 2.92122 -7.10501 0.06 -0.39 0.69
H -0.19814 2.81744 -6.13474 0.18 0.12 0.28
H -1.06663 4.34210 -5.85550 0.65 0.24 0.20
H 0.22303 4.22641 -7.14443 -0.19 0.08 0.11
C 5.77114 0.23906 7.31625 -0.38 -0.48 0.24
C 6.36432 -0.00413 8.71694 0.04 0.64 0.27
N 5.56331 0.14221 9.91873 -1.01 -1.26 1.22
C 4.94898 1.43540 10.13917 0.70 0.27 -1.55
C 5.99425 2.48439 10.46660 -0.52 0.29 0.64
C 4.51038 -0.88180 10.06428 0.61 0.54 -0.34
C 4.00585 -1.12050 11.47982 0.36 -0.48 -0.31
H 5.35285 1.21814 7.08271 0.44 0.26 0.29
H 4.93796 -0.43686 7.12378 0.06 -0.30 -0.04
H 6.58072 -0.00634 6.62891 -0.17 0.16 -0.27
H 6.75870 -1.02005 8.73904 0.08 -0.02 -0.04
H 7.20817 0.66999 8.86374 0.23 -0.07 -0.22
H 4.51544 1.72881 9.18311 -0.39 0.38 -0.41
H 4.06130 1.37378 10.76872 0.60 0.01 0.59
H 6.66472 2.64501 9.62234 -0.06 0.05 0.04
H 5.47451 3.41457 10.69624 0.18 0.23 -0.10
H 6.59112 2.22198 11.34010 -0.01 -0.14 -0.01
H 4.89117 -1.82101 9.66307 -0.02 -0.06 -0.06
H 3.67467 -0.55602 9.44497 -0.49 -0.28 -0.28
H 3.57764 -0.23870 11.95645 -0.04 -0.16 -0.04
H 4.79523 -1.53709 12.10546 0.11 0.23 0.08
H 3.26566 -1.91410 11.37769 -0.34 0.16 0.28
C -5.51345 2.46586 4.89266 0.26 -0.85 0.74
C -5.17211 1.31762 3.94996 -1.69 1.45 -0.28
N -6.32801 0.39640 3.83556 1.40 -0.37 0.31
C -6.46474 -0.36238 5.07697 -1.22 -0.22 0.80
C -7.62054 -1.40489 5.07449 0.43 0.82 -0.61
C -6.01324 -0.52790 2.77080 -1.09 0.04 -1.16
C -6.28179 0.06470 1.39737 0.11 -0.37 -0.92
H -4.74753 3.22906 4.75489 -0.28 0.24 0.38
H -5.55606 2.10295 5.91958 0.40 0.34 0.22
H -6.52905 2.81387 4.70408 0.19 0.27 -0.41
H -5.07580 1.89119 3.02809 0.10 -0.71 -0.58
H -4.21487 0.83283 4.14176 0.06 -0.27 0.31
H -5.55391 -0.90177 5.33683 0.47 0.11 0.14
H -6.72555 0.32795 5.87918 0.41 0.14 -0.01
H -8.37986 -1.02360 4.39175 -0.10 -0.26 -0.20
H -7.22742 -2.36276 4.73383 -0.45 -0.11 0.10
H -8.12054 -1.48268 6.03992 0.38 -0.17 0.10
H -6.68270 -1.38473 2.84676 0.18 -0.13 0.10
H -4.98290 -0.88290 2.79242 0.32 -0.19 0.27
H -5.62050 0.88007 1.10419 -0.08 0.16 0.25
H -7.31892 0.34257 1.20958 -0.03 0.30 0.51
H -6.11687 -0.70713 0.64558 0.26 -0.21 -0.06
C 0.22660 -5.28559 2.40091 0.17 -0.11 0.57
C 0.50040 -5.53649 3.90792 -0.38 0.18 -1.28
N -0.68948 -5.36883 4.70096 -0.89 -0.05 0.64
C -0.30287 -5.28029 6.11410 -0.32 -0.09 -0.48
C 0.16454 -3.90392 6.51783 0.39 0.25 0.66
C -1.67056 -6.45892 4.51563 -0.68 0.65 -0.50
C -3.16541 -6.01337 4.64380 0.94 -0.03 0.92
H 1.03655 -5.72557 1.81911 0.13 0.40 -0.15
H 0.10943 -4.21273 2.24808 0.34 0.01 -0.19
H -0.68923 -5.71608 1.99590 -0.07 -0.28 0.39
H 0.95693 -6.51102 4.08100 0.07 -0.53 -0.08
H 1.25180 -4.81672 4.23261 -0.06 0.11 0.03
H 0.46258 -6.02319 6.33836 0.51 -0.23 -0.12
H -1.12214 -5.61296 6.75147 -0.31 0.33 -0.08
H -0.66684 -3.26241 6.81001 0.05 0.00 -0.02
H 0.77280 -3.35319 5.80033 -0.22 -0.28 -0.42
H 0.84339 -4.03607 7.36031 -0.17 0.23 0.37
H -1.63974 -6.83250 3.49212 0.57 -0.14 0.06
H -1.38370 -7.25704 5.20032 -0.35 -0.44 0.04
H -3.39288 -5.64278 5.64330 0.17 0.30 0.09
H -3.36722 -5.21468 3.93003 -0.05 -0.14 -0.03
H -3.86199 -6.84442 4.53321 0.18 -0.13 -0.44
C -0.91853 0.49873 -0.20323 0.17 -0.69 1.27
C -0.44869 1.65085 0.74813 -0.24 -0.14 -2.41
N 0.98467 1.87226 0.62445 2.50 0.86 -1.14
C 1.45769 2.46481 -0.68279 -1.27 1.92 0.94
C 1.10609 3.99881 -0.69955 0.18 -0.42 0.19
C 1.88744 0.72688 0.90238 -1.42 -0.06 1.85
C 1.85203 0.45681 2.45350 0.10 -0.14 -0.98
H -1.97209 0.53827 -0.47992 -0.02 0.09 0.21
H -0.71825 -0.45404 0.28689 -0.29 -0.26 -0.04
H -0.33926 0.44663 -1.12509 0.04 0.43 0.02
H -0.97978 2.48947 0.29781 0.42 0.61 0.26
H -0.79723 1.66214 1.78083 0.18 -0.69 -0.01
H 2.54182 2.36236 -0.73037 -0.18 -0.13 -0.04
H 1.00588 2.03703 -1.57776 0.00 -0.49 -0.04
H 1.21960 4.54401 -1.63655 0.25 -0.51 -0.39
H 0.05903 4.15175 -0.43812 0.02 -0.06 0.25
H 1.73606 4.53829 0.00769 -0.15 -0.11 0.24
H 2.93345 0.85804 0.62535 -0.17 0.80 -0.08
H 1.56134 -0.09428 0.26403 -0.02 -0.73 0.40
H 2.23793 1.31310 3.00663 0.09 0.22 -0.30
H 2.48664 -0.38619 2.72690 -0.18 -0.20 -0.03
H 0.83801 0.31304 2.82661 0.00 -0.29 -0.13
C -1.19395 8.33142 0.99587 0.48 1.10 0.50
N -0.67581 9.37500 0.03868 -0.07 -1.90 1.14
C -1.63116 9.88751 -0.93808 0.47 -0.41 -0.28
C 0.68335 9.44236 -0.16580 0.47 -0.35 0.55
O 1.60413 8.91562 0.47837 -2.14 0.83 -1.07
H -0.42890 8.15089 1.75098 0.19 -0.01 -0.28
H -1.50109 7.36250 0.60223 0.24 0.17 -0.72
H -2.04224 8.70377 1.57022 -0.13 0.34 -0.29
H -1.15413 10.59549 -1.61579 0.06 0.24 0.31
H -1.97074 9.08518 -1.59310 -0.23 -0.22 0.07
H -2.50169 10.33531 -0.45875 0.19 0.07 0.09
H 0.84531 10.09534 -1.03734 0.50 0.09 0.03
C 3.07482 5.48082 4.16739 -0.43 -0.36 0.22
N 1.86520 5.73613 4.94847 -0.80 -1.19 0.52
C 1.58703 7.05832 5.40525 0.70 2.28 -1.16
C 0.97454 4.73241 5.20163 0.06 0.46 -0.21
O -0.14219 4.86994 5.67094 0.76 -0.20 -0.07
H 3.04576 4.52193 3.64992 -0.53 -0.16 0.16
H 3.94307 5.38892 4.81993 0.27 0.68 -0.17
H 3.13100 6.20883 3.35811 0.45 0.28 0.32
H 1.87393 7.69731 4.57011 -0.06 0.35 -0.27
H 0.56976 7.38937 5.61425 -0.15 -1.11 0.07
H 2.22603 7.47218 6.18532 0.14 -0.71 0.53
H 1.43387 3.77936 4.89681 -0.45 -0.33 -0.02
```
Forces are in eV/Å.

Calculated values
**Structure (SMILES)**: CCN(CC)CC.CCN(CC)CC.CCN(CC)CC.CCN(CC)CC.CCN(CC)CC.CCN(CC)CC.CCN(CC)CC.CCN(CC)CC.CCN(CC)CC.CN(C)C=O.CN(C)C=O
**Total energy**: -85115.4806 eV
**Lowest unoccupied orbital energy**: 0.2459 eV
**Orbital gap**: 8.3 eV
**HOMO**: -8.1 eV
**Net charge**: 0
**ΔE to the lowest compared entry with this formula, charge and spin**: 0.00 kcal/mol